Formula: C3H2O3Pt
Source: the Open Molecules 2025 dataset
Level of theory: ωB97M-V/def2-TZVPD

Calculated values
Spin multiplicity: 3
HOMO-LUMO gap (alpha / beta) in eV: 8.771 / 6.187
Charge: +2

Cartesian coordinates (Å):
C1 2.0978 -0.6802 0.2807
C2 1.7182 -0.7415 -1.0487
O1 0.5978 -0.4176 -1.4544
C3 -0.5019 0.1976 0.2324
O2 0.3611 0.0199 1.0492
O3 -1.6263 0.5692 0.1097
Pt1 -3.0506 1.1500 0.7308
H1 2.8048 0.1141 0.5370
H2 2.2042 -1.6421 0.7903

=====

Formula: C3H2O3S
Source: the Open Molecules 2025 dataset
Level of theory: ωB97M-V/def2-TZVPD

Calculated values
HOMO-LUMO gap in eV: 7.452
SMILES: O=CC(=S)C(=O)O
Charge: 0

Cartesian coordinates (Å):
C1 -0.9846 -0.5664 -0.3421
C2 0.4046 -0.0070 -0.1261
C3 0.4418 1.2238 0.9704
H1 -1.4974 0.9851 0.7013
H2 1.4939 1.5592 1.4129
O1 -1.9471 0.1803 0.0556
O2 -1.2016 -1.6558 -0.8252
O3 -0.4823 2.0561 1.1535
S1 1.8675 -0.6932 -0.5124

=====

Formula: C3H2O3S
Source: the Open Molecules 2025 dataset
Level of theory: ωB97M-V/def2-TZVPD

Calculated values
HOMO-LUMO gap in eV: 8.717
SMILES: Oc1coc(=S)o1
Charge: 0

Cartesian coordinates (Å):
C1 -0.6825 -0.1948 0.2504
C2 0.2083 -0.8585 -0.4917
C3 1.0508 1.1584 -0.0495
H1 -2.1946 -1.3102 0.6284
H2 0.2793 -1.8108 -0.9950
O1 -1.8468 -0.4253 0.7934
O2 1.2932 0.0096 -0.6918
O3 -0.1620 1.0144 0.5320
S1 2.0542 2.4172 0.0239

=====

Formula: C3H2O4
Source: the Open Molecules 2025 dataset
Level of theory: ωB97M-V/def2-TZVPD

Calculated values
HOMO-LUMO gap in eV: 9.903
SMILES: O=c1occ(O)o1
Charge: 0

Cartesian coordinates (Å):
C1 -0.7708 -0.0459 -0.0642
C2 -0.3023 1.1681 0.0948
C3 1.4737 -0.3188 -0.0147
H1 -1.7688 -1.6280 0.2670
H2 -0.4779 2.3288 0.0568
O1 -1.9760 -0.7093 -0.0888
O2 1.1050 1.0651 -0.1578
O3 2.5011 -0.8930 -0.0002
O4 0.2160 -0.9671 -0.0930

=====

Formula: C3H2O4Rb
Source: the Open Molecules 2025 dataset
Level of theory: ωB97M-V/def2-TZVPD

Calculated values
HOMO-LUMO gap in eV: 3.016
Charge: -1

Cartesian coordinates (Å):
C1 0.7473 -0.8200 1.7233
C2 1.5727 -1.8367 1.7801
O1 2.3370 -2.7177 1.8361
H1 0.4672 -0.3037 2.6621
O2 -1.0956 0.8771 -3.5404
C3 -0.9238 0.3732 -4.6858
O3 -0.1910 -0.6867 -4.8747
O4 -1.4683 0.8830 -5.7531
Rb1 -0.4648 -0.9530 -7.7247
H2 0.3974 -0.4787 0.7432

=====

Formula: C3H2O6
Source: the Open Molecules 2025 dataset
Level of theory: ωB97M-V/def2-TZVPD

Calculated values
HOMO-LUMO gap in eV: 10.885
Charge: 0

Cartesian coordinates (Å):
C1 -0.1508 0.5974 -0.0162
C2 1.2699 0.0247 -0.2342
C3 -0.5594 -0.8350 -0.1030
O1 -0.6161 -0.0741 1.0386
O2 0.7549 -1.2801 -0.3174
O3 2.3074 0.3600 0.5196
O4 2.3310 0.4086 -0.8924
O5 -0.7274 2.0823 -0.3591
O6 -1.6947 -1.5243 -0.4541
H1 -1.1599 2.3295 0.4810
H2 -1.7550 -2.0890 0.3372

=====

Formula: C3H2OS
Source: the Open Molecules 2025 dataset
Level of theory: ωB97M-V/def2-TZVPD

Calculated values
HOMO-LUMO gap (alpha / beta) in eV: 7.332 / 7.218
SMILES: C1=CC=1.O=S
Charge: 0

Cartesian coordinates (Å):
C1 -1.3479 -0.3896 -0.3058
C2 -0.1607 -0.9149 0.0284
C3 -0.2096 0.2007 -0.9105
O1 2.0596 1.1949 1.0441
S1 1.7913 1.7597 -0.3445
H1 -2.5447 -0.4739 -0.3113
H2 0.4121 -1.3768 0.7997

=====

Formula: C3H30NO13S
Source: the Open Molecules 2025 dataset
Level of theory: ωB97M-V/def2-TZVPD

Calculated values
HOMO-LUMO gap in eV: 7.819
Charge: -1

Cartesian coordinates (Å):
O1 -2.9525 1.4733 1.1219
C1 -2.4392 0.4985 0.5697
N1 -1.2217 0.0378 0.9005
C2 -0.4794 -0.8831 0.0232
C3 1.0146 -0.6402 0.1193
S1 1.6111 0.8030 -0.8545
H1 -2.9758 -0.0580 -0.1968
H2 -0.6434 0.5571 1.5493
H3 -0.8400 -0.7427 -0.9962
H4 -0.7106 -1.9211 0.2907
H5 1.5396 -1.5429 -0.2018
H6 1.2765 -0.4814 1.1686
H7 -0.6613 -4.9685 -3.0150
H8 -0.5407 -3.4319 -3.0352
O2 -1.1859 -4.1697 -2.9172
H9 1.2745 2.3389 0.8446
H10 2.2660 2.4216 2.0156
O3 1.3984 2.7419 1.7341
H11 3.8928 0.6296 -0.0204
H12 3.8891 -0.8490 0.0603
O4 4.3585 -0.0965 0.4471
H13 3.6795 0.2325 2.0095
H14 3.9391 0.0736 3.5489
O5 3.3436 0.4741 2.9057
H15 -0.6535 0.5188 -3.0668
H16 0.8297 0.6199 -3.1334
O6 0.0895 0.2759 -3.6668
H17 -0.9138 3.6318 -0.2813
H18 0.2586 3.0787 -1.1472
O7 -0.6401 3.4286 -1.2100
H19 -3.4701 -3.9539 -0.7823
H20 -2.8182 -4.0915 -2.1768
O8 -3.6806 -4.0607 -1.7132
H21 -1.5315 -1.4722 2.9543
H22 -0.4498 -0.8137 3.7924
O9 -1.0813 -1.5587 3.8028
H23 -2.6099 1.6534 -2.6828
H24 -1.4820 2.0474 -1.7212
O10 -1.9711 1.2597 -2.0773
H25 0.4710 -1.3836 -3.5431
H26 1.3100 -2.1457 -2.5200
O11 0.7848 -2.2947 -3.3207
H27 -0.6681 3.5161 1.9590
H28 -2.0227 2.9416 1.4014
O12 -1.4269 3.7262 1.4031
H29 1.5734 0.4245 3.3039
H30 0.6459 1.5050 2.9398
O13 0.6239 0.6500 3.4145

=====

Formula: C3H31O13S
Source: the Open Molecules 2025 dataset
Level of theory: ωB97M-V/def2-TZVPD

Calculated values
HOMO-LUMO gap in eV: 7.675
Charge: -1

Cartesian coordinates (Å):
C1 0.3392 -0.8148 1.0678
O1 0.1408 0.3434 1.8278
C2 1.8095 -0.8964 0.5747
C3 2.2477 0.2189 -0.4524
S1 3.4694 -0.4005 -1.6074
H1 -0.3214 -0.7946 0.2068
H2 0.2249 -1.7424 1.6647
H3 2.6229 -0.9976 1.3542
H4 1.9013 -1.8571 -0.0178
H5 2.7312 1.0388 0.0449
H6 1.2354 0.4540 -0.9240
H7 3.3981 0.6154 -2.4755
H8 -2.2757 -2.6445 -0.9826
H9 -3.3506 -3.3635 -1.7645
O2 -3.2534 -2.7638 -1.0243
H10 -0.0319 -3.0828 -1.6791
H11 -0.6523 -1.6381 -1.9318
O3 -0.8454 -2.6217 -1.9290
H12 0.3131 -4.8771 0.0057
H13 1.4157 -4.9074 -1.0342
O4 0.8141 -4.3211 -0.5730
H14 -3.1163 0.1524 -0.3287
H15 -3.5921 -1.2669 -1.1427
O5 -3.5054 -0.1953 -1.1896
H16 -1.8929 -0.0377 -1.6150
H17 -0.7333 0.6405 -2.5830
O6 -0.9556 0.0169 -1.9157
H18 1.8118 3.1231 2.6889
H19 2.9596 2.8339 1.8193
O7 2.0665 3.1866 1.7543
H20 0.1749 2.3857 -1.3188
H21 -0.1495 3.4670 -2.3327
O8 0.3173 2.6364 -2.2650
H22 -2.1568 2.4859 -3.0847
H23 -2.2799 3.3805 -1.8416
O9 -2.3545 3.3645 -2.7929
H24 2.4413 0.4826 3.5897
H25 2.1146 0.9260 2.1015
O10 2.7497 1.0440 2.8686
H26 0.1014 -0.3110 3.3119
H27 0.0401 -1.8682 3.6101
O11 0.3294 -1.0482 3.9817
H28 0.4499 3.2719 0.6728
H29 0.2832 1.8044 0.8532
O12 -0.1324 2.5732 0.3412
H30 -2.7066 1.2300 1.6872
H31 -1.6086 0.4432 1.3730
O13 -2.5885 0.3316 1.4061

=====

Formula: C3H35N2O15S
Source: the Open Molecules 2025 dataset
Level of theory: ωB97M-V/def2-TZVPD

Calculated values
HOMO-LUMO gap in eV: 8.533
Charge: -1

Cartesian coordinates (Å):
C1 1.0837 0.0642 -0.7951
C2 1.4461 1.5207 -1.0403
S1 3.2520 1.7836 -1.1312
N1 -0.3889 -0.0450 -0.8006
C3 -1.1474 -0.8838 -0.0358
N2 -0.5667 -1.7601 0.8987
O1 -2.3694 -0.9225 -0.1969
H1 1.4979 -0.6769 -1.6842
H2 1.4977 -0.2690 0.1394
H3 0.9759 1.8800 -1.9762
H4 1.0159 2.2382 -0.2588
H5 -0.9232 0.5865 -1.4394
H6 0.2669 -1.4032 1.4003
H7 -1.2003 -2.1483 1.5664
H8 -2.9588 0.9835 0.6558
H9 -2.5802 2.4855 0.6564
O2 -3.1675 1.8303 1.0675
H10 -2.2510 2.1749 -2.6333
H11 -1.2437 2.6293 -1.4896
O3 -1.3388 2.0702 -2.3804
H12 -0.6778 3.3633 0.7528
H13 -1.4742 4.3384 -0.1712
O4 -1.3282 3.4262 -0.0550
H14 3.5935 1.5339 0.1238
H15 3.1382 -0.3646 1.5678
O5 3.1334 0.5392 2.0306
H16 2.8313 -2.5557 0.6802
H17 2.7605 -2.1509 -0.8176
O6 3.1986 -1.9623 0.0476
H18 1.0520 -3.4797 1.2623
H19 1.5542 -2.7245 2.3930
O7 1.7944 -3.4534 1.7824
H20 -0.5588 -3.2911 -0.7614
H21 -1.4234 -3.0373 -1.9650
O8 -0.7876 -3.6307 -1.6221
H22 2.1011 -1.0106 3.5515
H23 0.7964 -0.3226 2.8619
O9 1.2451 -1.2293 3.1841
H24 0.5692 -2.9990 -2.5337
H25 0.6042 -1.7888 -3.4413
O10 1.1998 -2.3535 -2.9155
H26 2.1294 0.8302 2.1155
H27 0.0358 0.8338 1.3491
O11 0.4792 0.9223 2.1839
H28 -3.7094 -2.0331 -2.7288
H29 -2.8880 -1.0704 -1.8592
O12 -2.9787 -1.3910 -2.7649
H30 -1.5262 -1.0482 -3.6372
H31 -0.6424 0.1366 -3.5592
O13 -0.6717 -0.7404 -3.9879
H32 -0.8012 1.4136 3.1676
H33 -2.2483 1.8979 2.9068
O14 -1.5478 2.0392 3.5254
H34 0.5007 2.3875 2.0655
H35 -0.4944 3.4112 2.7673
O15 0.1408 3.4258 1.9785

=====

Largest force on an atom for the records above, in order: 15.53; 4.73; 1.97; 4.44; 1.73; 5.82; 3.17; 1.24; 2.96; 3.62 eV Å⁻¹
ΔE to the lowest compared entry with this formula, charge and spin for the records above, in order: 377.4; 264.0; 179.7; 146.0; 0.0; 640.1; 475.4; 0.0; 28.9; 0.0 kJ/mol